{
  "formula": "C28H41Br3FN3O2PS",
  "method": "wB97M-V/def2-TZVPD",
  "elements": ["Br", "Br", "Br", "S", "P", "F", "O", "O", "N", "N", "N", "C", "C", "C", "C", "C", "C", "C", "C", "C", "C", "C", "C", "C", "C", "C", "C", "C", "C", "C", "C", "C", "C", "C", "C", "C", "C", "C", "C", "H", "H", "H", "H", "H", "H", "H", "H", "H", "H", "H", "H", "H", "H", "H", "H", "H", "H", "H", "H", "H", "H", "H", "H", "H", "H", "H", "H", "H", "H", "H", "H", "H", "H", "H", "H", "H", "H", "H", "H", "H"],
  "xyz": [[2.4051, -4.6752, -2.9479], [2.9855, -6.4135, -0.2777], [-0.9491, -3.7551, -1.3742], [3.0457, 3.0804, -0.4241], [2.5882, 1.4415, -1.3646], [3.5052, -1.3668, -1.7220], [5.0288, -1.0074, 1.4511], [0.2556, 2.4165, 3.5266], [-1.6382, 3.4566, 2.6998], [1.5165, -2.4068, -1.1873], [0.1510, 1.5515, -0.2623], [-5.2216, -1.6346, 0.0369], [-0.2897, -0.2100, -2.3584], [0.1184, -2.2601, -0.6785], [4.5138, 0.2133, 0.8136], [-0.9515, -1.1111, -3.4798], [0.0682, 5.4671, -0.1539], [-5.5441, -1.2307, -1.4818], [1.9967, -4.0835, 1.3797], [5.3395, 1.4166, 1.5085], [-0.8867, 5.1379, -1.2742], [-2.1141, 4.3099, -1.0811], [-2.0510, -0.7115, -0.5972], [-2.3913, 3.7411, 0.2764], [2.0336, -3.8228, -1.1978], [2.2779, -4.5799, -0.0769], [-1.4211, 4.0340, 1.3724], [-3.8612, -2.4960, 0.1615], [0.4237, 0.1228, 0.1353], [-1.5124, -1.8911, -4.2337], [2.0149, -0.0045, -0.2024], [0.0222, 0.0176, 1.6598], [2.9604, 0.2768, 1.0898], [2.5151, -1.4221, -0.6805], [-0.7356, 2.2759, 2.8427], [-2.6312, -1.5663, 0.6358], [-0.4962, -0.7965, -0.8665], [-0.2189, 4.8961, 1.1905], [-1.2063, 0.9604, 2.1241], [-6.6223, -0.8710, -1.4964], [1.6226, 1.7339, -2.3686], [2.5810, -3.1826, 1.7199], [-3.6778, -2.9104, -0.8752], [0.8095, -0.2580, -2.6578], [-0.8249, 1.7006, -0.5103], [0.9715, 6.1108, -0.3248], [-0.3303, -1.0261, 1.9673], [-0.7473, 0.8039, -2.5027], [6.2587, 0.9741, 2.0053], [3.0682, -1.9570, 0.1592], [-0.6857, 5.5246, -2.3156], [2.6111, 1.1885, 1.6727], [-6.0550, -2.2867, 0.4575], [-4.8255, -0.4136, -1.8036], [-3.1018, -0.8179, 1.3496], [-2.6163, 3.1402, 2.8125], [2.3169, -4.9278, 2.0759], [0.5091, 2.2107, 0.4317], [1.4586, -2.2176, -2.2166], [4.7129, 1.9763, 2.2687], [-2.6429, -1.1445, -1.4740], [5.6979, 2.1003, 0.6856], [-2.8181, 4.0739, -1.9312], [-1.9477, -2.3574, -5.1547], [0.7957, 0.2777, 2.4351], [-2.4467, 0.3578, -0.5468], [0.1576, -2.4084, 0.4440], [0.8908, -3.9413, 1.6195], [3.7799, 1.0649, -2.0851], [-5.4892, -2.1279, -2.1751], [-1.8988, 1.2515, 1.2947], [4.9911, -0.8278, 2.4130], [0.4532, 5.0950, 2.0667], [2.7216, -0.6008, 1.7855], [-1.8301, 0.3787, 2.8824], [-1.8841, -2.2403, 1.1365], [4.8387, 0.1456, -0.2585], [-5.1696, -0.6918, 0.6738], [-3.2980, 3.1026, 0.4986], [-3.9805, -3.3731, 0.8595]],
  "total_charge": 1,
  "homo_lumo_gap_ev": 7.809,
  "spin_multiplicity": 1
}


{
  "formula": "C28H41Cl8F15O10",
  "method": "wB97M-V/def2-TZVPD",
  "elements": ["Cl", "Cl", "Cl", "Cl", "Cl", "Cl", "Cl", "Cl", "F", "F", "F", "F", "F", "F", "F", "F", "F", "F", "F", "F", "F", "F", "F", "O", "O", "O", "O", "O", "O", "O", "O", "O", "O", "C", "C", "C", "C", "C", "C", "C", "C", "C", "C", "C", "C", "C", "C", "C", "C", "C", "C", "C", "C", "C", "C", "C", "C", "C", "C", "C", "C", "H", "H", "H", "H", "H", "H", "H", "H", "H", "H", "H", "H", "H", "H", "H", "H", "H", "H", "H", "H", "H", "H", "H", "H", "H", "H", "H", "H", "H", "H", "H", "H", "H", "H", "H", "H", "H", "H", "H", "H", "H"],
  "xyz": [[7.3944, 3.0167, 2.7953], [2.3565, 0.0995, -3.4581], [3.4446, 1.7980, 1.5165], [-0.5685, 5.1003, 1.1522], [0.6890, 4.4077, 4.0929], [-3.6778, 3.9856, 5.5309], [3.5439, -1.1514, -6.4348], [-6.6500, 3.5704, 2.4356], [-3.2325, 0.7562, 1.9101], [-4.6540, -1.9842, -5.2345], [-2.4957, -2.5009, -5.1416], [-1.9870, -2.6270, -1.2236], [-3.4923, -2.2439, -7.0839], [6.8713, -0.0357, -0.7877], [-0.0803, -2.5580, 2.3795], [4.8992, 0.5897, -1.4899], [5.8316, -1.2697, -2.2097], [-3.5064, -1.9746, 0.2349], [-3.2868, 2.0103, 0.1874], [-2.6821, 2.8430, 2.0910], [-1.0681, -3.6131, 3.9989], [-3.4135, -1.0939, -1.7642], [-1.5121, -1.5131, 3.6822], [-3.7242, 0.4275, -6.5740], [0.1839, -2.1828, 5.8143], [4.1250, -2.0077, -0.3617], [-2.1860, 0.0414, -5.0281], [-3.9157, -3.9490, -2.6343], [-0.8206, 1.1854, -0.2126], [-5.3946, -3.2080, -1.0917], [1.5964, -1.6020, 4.1174], [5.4314, -1.0624, 1.1694], [-0.3493, 1.5750, 1.9869], [-3.1471, -0.2999, -5.8525], [1.6158, 4.8494, 2.6817], [2.3727, -1.5985, -3.9721], [-4.6984, 4.3547, 4.1214], [-1.0457, 1.8042, -3.7877], [-6.4229, -4.0779, -1.6429], [5.6800, -0.4355, -1.1889], [0.4908, -2.0867, 4.7017], [-1.0533, 1.4688, 1.0870], [0.9557, 5.8564, 1.7833], [-0.5885, -2.4584, 3.6358], [4.8714, 2.7173, 2.0509], [-3.2796, -2.2079, -1.0542], [-5.5553, 3.1315, 3.7615], [0.5889, 1.0530, -0.5380], [-3.4358, -1.8427, -5.8199], [2.5163, -0.9430, 5.1155], [3.7159, -0.4548, 4.3432], [0.9381, -0.3612, -0.2465], [5.0669, -1.1863, 0.1084], [-7.3903, -3.3906, -2.5278], [6.1521, 1.9252, 2.1293], [-1.9595, 1.5243, -4.9648], [2.7131, -3.9179, -0.1775], [-4.2223, -3.2922, -1.7124], [3.4482, -2.8533, 0.6277], [-2.6242, 1.7499, 1.2984], [3.5540, -1.9635, -4.7970], [-6.9318, -3.0822, -3.4853], [2.7303, -1.6741, 5.8892], [6.4323, 1.5454, 1.1368], [-0.1556, 1.1614, -3.8407], [0.6649, 6.7518, 2.3191], [-5.4060, 5.1593, 4.3017], [4.2196, -3.1793, 1.3516], [-6.8935, -4.4590, -0.7244], [1.6627, 3.9474, 2.0884], [3.4046, -4.5481, -0.7294], [0.8138, -0.5089, 0.8307], [4.3719, 0.0747, 5.0330], [4.9613, 3.5327, 1.3408], [2.3191, -4.6146, 0.5649], [4.5871, 2.9960, 3.0856], [2.7771, -2.1366, 1.1192], [4.4960, -1.6269, -4.3627], [-5.0264, 2.1973, 3.5298], [2.6358, 5.1086, 2.9613], [2.3404, -2.2254, -3.0954], [3.6930, -3.0242, -4.9453], [0.3454, -1.0126, -0.9074], [1.4105, -1.8249, -4.4488], [1.8918, -0.1335, 5.4948], [-5.8880, -4.9296, -2.0323], [1.4472, 6.2252, 0.8750], [-0.8013, 2.8611, -3.7670], [-2.9545, 1.9603, -4.8530], [4.2592, -1.2499, 3.8342], [3.3666, 0.3181, 3.6530], [1.9965, -0.4710, -0.4634], [-1.5609, 1.5832, -2.8470], [1.8890, -3.4845, -0.7416], [-8.2425, -4.0391, -2.6879], [1.1336, 1.8128, 0.0671], [-7.7777, -2.4355, -2.1630], [-1.5528, 1.8035, -5.9347], [6.0393, 1.0104, 2.7492], [-6.2007, 2.8742, 4.5938], [-4.0318, 4.5488, 3.2768], [0.6083, 1.2940, -1.5953]],
  "smiles": "CCOC(=O)C(F)(F)F.CCOC(=O)C(F)(F)F.CCOC(=O)C(F)(F)F.CCOC(=O)C(F)(F)F.CCOC(=O)C(F)(F)F.ClCCCl.ClCCCl.ClCCCl.ClCCCl",
  "homo_lumo_gap_ev": 10.878,
  "spin_multiplicity": 1,
  "de_lowest_ev": 1.599
}


{
  "formula": "C28H41ClI2N4O5",
  "method": "wB97M-V/def2-TZVPD",
  "elements": ["I", "I", "Cl", "O", "O", "O", "O", "O", "N", "N", "N", "N", "C", "C", "C", "C", "C", "C", "C", "C", "C", "C", "C", "C", "C", "C", "C", "C", "C", "C", "C", "C", "C", "C", "C", "C", "C", "C", "C", "C", "H", "H", "H", "H", "H", "H", "H", "H", "H", "H", "H", "H", "H", "H", "H", "H", "H", "H", "H", "H", "H", "H", "H", "H", "H", "H", "H", "H", "H", "H", "H", "H", "H", "H", "H", "H", "H", "H", "H", "H", "H"],
  "xyz": [[1.4264, 5.3370, 1.1941], [2.3435, 2.8360, 3.0783], [2.4419, -2.5227, -1.4575], [-5.3111, 1.8773, -0.4058], [-3.2253, -2.5138, 3.1636], [-3.9512, 2.2265, 1.3292], [-4.1703, -1.2549, 1.5682], [0.2064, -3.5942, -0.4162], [4.2093, 2.2148, 0.5995], [-1.3200, -2.6156, 0.8957], [3.6520, 0.0596, -1.3843], [-1.4668, -2.9577, -3.0991], [5.6059, -1.5658, -1.4271], [-4.8756, 4.1207, 0.0743], [-3.2647, -2.0305, -1.6497], [0.5326, -1.2650, 0.1806], [0.0483, -0.1132, 0.8887], [-3.8746, 4.6065, -0.9878], [2.4510, -0.0336, -0.6215], [2.0172, 1.0960, 0.1271], [-3.7555, -3.2399, -0.8487], [1.7531, -1.2026, -0.5696], [-2.7893, -2.3434, -3.0581], [-3.2242, -1.7976, 2.1602], [-4.7326, 2.6465, 0.2956], [0.8901, 1.0945, 0.9257], [-2.8734, 1.3850, 0.9197], [7.1119, -1.4818, -1.1428], [-1.2523, -0.2918, 1.5196], [-0.1893, -2.4842, 0.2272], [0.6126, 2.3042, 1.8244], [-2.6963, -4.2637, -0.4173], [-1.9771, -3.9275, 0.9035], [4.8845, -0.4226, -0.7170], [-1.8582, -1.5315, 1.5143], [-1.0455, 4.1743, 2.1623], [-2.1666, 0.7396, 2.1195], [0.0559, 3.6309, 1.2150], [7.4733, -1.5911, 0.3330], [2.9162, 2.3018, -0.0909], [-5.8860, 4.2950, -0.2775], [-1.9816, -4.4947, -1.1972], [3.5240, -0.3602, -2.2915], [3.1396, 2.3291, -1.1485], [7.4502, -0.5106, -1.5073], [0.0714, 1.9951, 2.6935], [5.5044, -1.4436, -2.5057], [2.3681, 3.2160, 0.1081], [-4.7615, 4.6728, 1.0029], [-0.7589, -2.3839, -2.6665], [-4.4686, -3.7638, -1.4845], [-4.2490, 4.4470, -1.9903], [-1.7840, 4.6787, 1.5581], [-4.1269, -1.3758, -1.7650], [5.2331, -2.5425, -1.1364], [-2.2009, 1.8485, 0.1957], [5.5874, 0.4050, -0.6812], [1.0313, -3.9103, -0.0279], [-2.9552, 4.0314, -0.8878], [6.8578, -0.9655, 0.9735], [-3.5892, 5.6363, -0.8073], [4.9338, 2.3061, -0.0976], [7.6377, -2.2335, -1.7249], [-1.2570, -4.7189, 1.0675], [-2.8336, -1.4138, -3.6363], [-3.3244, 0.5318, 0.4125], [-0.2822, 3.5322, 0.1946], [-2.6901, -4.0273, 1.7087], [7.3929, -2.6178, 0.6825], [4.3315, 2.9826, 1.2426], [-3.2200, -5.1947, -0.2005], [-1.7853, 1.4028, 2.8847], [-2.5250, -1.4489, -1.0984], [-1.1983, -3.2304, -4.0308], [-0.6504, 4.9037, 2.8572], [-4.2964, -2.9304, 0.0397], [-1.5132, 3.3940, 2.7374], [-3.4891, -3.0308, -3.5294], [4.6721, -0.6519, 0.3208], [8.4973, -1.2568, 0.4739], [-3.0177, 0.2913, 2.6127]],
  "homo_lumo_gap_ev": 7.233,
  "spin_multiplicity": 1
}